Entry from the OMol25 dataset: a structure of composition C47H52N6O11P2SSbSe4Y in a non-equilibrium geometry (ωB97M-V with the def2-TZVPD basis set).

Geometry as XYZ:
```
125
Properties=species:S:1:pos:R:3
Y 0.189 -1.153 1.015
C -1.357 4.045 1.166
N -2.368 3.179 0.582
C -3.722 3.396 0.655
C -4.316 2.399 -0.020
N -3.316 1.578 -0.517
C -2.108 2.089 -0.172
S -0.443 1.941 -0.644
C -3.625 0.430 -1.316
C -4.686 0.509 -2.207
C -4.968 -0.624 -2.946
C -4.187 -1.752 -2.774
C -3.156 -1.711 -1.850
N -2.892 -0.635 -1.111
H -1.842 4.657 1.923
H -0.900 4.673 0.402
H -0.588 3.426 1.626
H -4.133 4.206 1.227
H -5.353 2.143 -0.130
H -5.220 1.435 -2.366
H -5.770 -0.611 -3.673
H -4.355 -2.648 -3.355
H -2.526 -2.570 -1.676
C 0.509 -3.120 5.997
C 0.026 -1.674 6.038
C -0.305 -1.220 7.449
O 1.005 -0.824 5.470
C 0.484 -0.215 4.277
C -0.750 -1.123 3.931
O -1.130 -1.526 5.250
C -2.003 -0.517 3.193
O -1.674 -0.146 1.908
C -3.100 -1.622 3.176
C -3.502 -2.123 1.945
C -4.481 -3.106 1.861
C -5.086 -3.591 3.010
C -4.716 -3.070 4.244
C -3.740 -2.089 4.326
C -2.654 0.686 3.916
C -2.309 1.223 5.152
C -2.992 2.315 5.681
C -4.055 2.879 4.997
C -4.431 2.332 3.775
C -3.737 1.258 3.247
C 1.684 0.179 3.319
O 1.140 0.565 2.122
C 2.307 1.420 4.015
C 3.364 1.359 4.916
C 3.844 2.511 5.527
C 3.271 3.744 5.248
C 2.206 3.812 4.358
C 1.729 2.659 3.755
C 2.854 -0.813 3.109
C 3.816 -0.377 2.195
C 4.948 -1.130 1.942
C 5.147 -2.335 2.606
C 4.195 -2.777 3.508
C 3.051 -2.023 3.757
H 1.507 -3.194 6.431
H 0.537 -3.477 4.966
H -0.175 -3.753 6.566
H 0.534 -1.427 8.114
H -1.188 -1.747 7.812
H -0.499 -0.148 7.454
H 0.068 0.763 4.527
H -0.452 -2.032 3.376
H -3.023 -1.741 1.055
H -4.757 -3.496 0.889
H -5.841 -4.366 2.947
H -5.191 -3.431 5.150
H -3.478 -1.676 5.290
H -1.517 0.782 5.733
H -2.689 2.715 6.642
H -4.591 3.725 5.411
H -5.280 2.740 3.237
H -4.029 0.827 2.298
H 3.818 0.401 5.139
H 4.675 2.444 6.220
H 3.654 4.643 5.716
H 1.754 4.770 4.126
H 0.911 2.679 3.046
H 3.633 0.545 1.653
H 5.671 -0.781 1.213
H 6.027 -2.935 2.402
H 4.324 -3.728 4.012
H 2.321 -2.391 4.454
O 2.858 -4.731 1.142
P 1.603 -3.754 1.006
O 0.786 -3.500 2.233
O 2.069 -2.486 0.337
O 0.717 -4.595 -0.054
P -0.583 -3.952 -0.839
O 0.159 -3.107 -2.004
O -1.423 -5.019 -1.399
O -1.165 -2.894 0.060
H 2.573 -5.641 1.311
H 0.243 -3.573 -2.840
C 4.713 0.791 -3.683
C 4.514 -0.288 -2.637
N 3.596 0.235 -1.653
C 3.716 1.520 -1.160
N 2.972 1.846 -0.164
C 3.043 3.187 0.369
C 3.588 4.206 -0.620
C 4.869 3.654 -1.221
N 4.646 2.333 -1.775
C 5.313 2.017 -3.026
H 3.739 1.040 -4.105
H 5.359 0.446 -4.494
H 5.481 -0.581 -2.195
H 4.061 -1.172 -3.089
H 3.222 -0.405 -0.967
H 3.653 3.194 1.285
H 2.035 3.476 0.686
H 3.784 5.165 -0.131
H 2.862 4.354 -1.420
H 5.655 3.618 -0.451
H 5.231 4.296 -2.028
H 6.387 1.860 -2.841
H 5.213 2.878 -3.696
Se -2.097 1.765 -4.226
Sb 0.227 1.239 -4.051
Se 1.583 3.207 -3.753
Se 1.164 -0.626 -5.227
Se 0.202 -0.051 -1.375
```

Net charge: -2
Max |F|, eV/A: 2.18
Calculated total energy, eV: -379441.819
Energy relative to the best compared isomer or geometry (same formula, charge and spin), eV: 0.611
LUMO, eV: 3.706
Orbital gap, hartree: 0.2337